Entry a
Density functional theory data (ωB97M-V with the def2-TZVPD basis set) for a cluster of 2 separate species, C5H11N2 in total.

XYZ file:
```
18
Properties=species:S:1:pos:R:3:nbo_charge:R:1
C 0.030 1.471 0.659 -0.11
C -0.364 0.630 -0.564 -0.42
C 0.332 -0.125 0.517 -0.22
C 1.824 -0.344 0.512 -0.62
C -1.521 -1.716 -1.484 -0.05
N -1.802 -1.909 -0.217 -0.63
N 1.231 2.133 0.681 -0.53
H -0.287 -0.623 1.244 0.24
H -0.750 1.708 1.376 0.19
H -1.422 0.755 -0.732 0.24
H 0.230 0.968 -1.408 0.23
H 2.325 0.106 1.362 0.24
H 2.225 0.164 -0.365 0.22
H -0.564 -1.343 -1.884 0.14
H -2.013 -2.403 -2.190 0.17
H 1.172 3.143 0.796 0.33
H 2.059 -1.398 0.343 0.20
H -0.780 -2.212 -0.268 0.38
```

Results
M = 99.157 g/mol
2S+1 = 2
E_HOMO (spin up / spin down) = -8.2 / -8.9 eV
Lowest unoccupied orbital energy (spin up / spin down) = 0.389 / -0.199 eV
<S²> = 0.76

=====

Entry b
Density functional theory data (ωB97M-V with the def2-TZVPD basis set) for a cluster of 2 separate species, C5H11N2 in total.

XYZ file:
```
18
Properties=species:S:1:pos:R:3:nbo_charge:R:1
C 1.936 2.316 0.866 -0.47
C 1.489 1.089 1.089 -0.01
N 0.169 0.775 1.534 -0.84
H 1.319 3.192 1.025 0.19
H 2.936 2.476 0.492 0.21
H 2.082 0.211 0.865 0.20
H -0.336 1.618 1.779 0.38
H 0.216 0.179 2.354 0.38
C -1.000 -1.771 -0.986 0.02
C -0.621 -2.685 -0.078 -0.53
C -1.143 0.460 -1.820 -0.30
N -0.840 -0.404 -0.823 -0.59
H -1.460 -2.038 -1.929 0.19
H -0.132 -2.406 0.844 0.19
H -0.799 -3.726 -0.297 0.21
H -1.013 1.525 -1.716 0.18
H -1.477 0.080 -2.774 0.17
H -0.479 -0.062 0.089 0.43
```

Results
M = 99.157 g/mol
2S+1 = 2
E_HOMO (spin up / spin down) = -5.6 / -8.4 eV
Lowest unoccupied orbital energy (spin up / spin down) = 0.924 / 0.918 eV
<S²> = 0.76

=====

The least stable of them is entry a.

=====

Entry a
Density functional theory data (ωB97M-V with the def2-TZVPD basis set) for a structure of composition CH3PS.

XYZ file:
```
6
Properties=species:S:1:pos:R:3:nbo_charge:R:1
C 0.163 0.248 -0.039 -1.10
P 1.656 1.367 0.021 0.58
S 3.654 -0.528 -0.008 -0.26
H -0.493 0.186 -0.968 0.26
H 0.215 -0.932 0.212 0.28
H -0.459 0.503 0.855 0.25
```

Results
M = 78.076 g/mol
E_HOMO (spin up / spin down) = -9.4 / -8.9 eV
Lowest unoccupied orbital energy (spin up / spin down) = -1.540 / -1.793 eV

=====

Entry b
Density functional theory data (ωB97M-V with the def2-TZVPD basis set) for a cluster of 2 separate species, CH3PS in total.

XYZ file:
```
6
Properties=species:S:1:pos:R:3:nbo_charge:R:1
C -0.795 0.984 -2.140 -0.16
P 0.425 -0.951 1.180 -0.02
S -0.050 0.333 -3.301 0.16
H -0.805 -0.304 1.019 0.01
H 0.083 -0.352 2.443 0.01
H 1.141 0.290 0.799 0.00
```

Results
M = 78.076 g/mol
E_HOMO = -10.5 eV
Lowest unoccupied orbital energy = -0.127 eV

=====

The least stable of them is entry a.

=====

Entry a
Density functional theory data (ωB97M-V with the def2-TZVPD basis set) for the molecule C2H2N4S.

XYZ file:
```
9
Properties=species:S:1:pos:R:3:nbo_charge:R:1
C -0.196 -0.466 0.682 0.17
C 0.539 1.183 -1.048 0.13
H -1.269 -2.445 0.980 0.16
H 0.892 1.875 -1.791 0.20
N 0.638 0.525 1.093 -0.20
N 1.010 1.377 0.189 -0.15
N -0.274 0.247 -1.442 -0.17
N -0.744 -0.613 -0.535 -0.22
S -0.596 -1.684 1.871 0.09
```

Results
M = 114.133 g/mol
E_HOMO = -9.8 eV
Lowest unoccupied orbital energy = -1.030 eV
Structure (SMILES) = Sc1nncnn1

=====

Entry b
Density functional theory data (ωB97M-V with the def2-TZVPD basis set) for the molecule C2H2N4S.

XYZ file:
```
9
Properties=species:S:1:pos:R:3:nbo_charge:R:1
C -0.372 0.511 0.029 0.04
C 0.177 -0.476 1.005 0.00
H -1.463 2.236 -0.551 0.18
H -0.071 -0.691 1.978 0.21
N 0.800 -1.618 0.391 -0.17
N 1.354 -1.478 -0.747 -0.04
N 1.259 -0.316 -1.406 0.00
N 0.288 0.560 -1.076 -0.27
S -1.973 1.273 0.377 0.05
```

Results
M = 114.133 g/mol
E_HOMO = -9.9 eV
Lowest unoccupied orbital energy = -1.214 eV
Structure (SMILES) = Sc1cnnnn1

=====

The least stable of them is entry b.

=====

Entry a
Density functional theory data (ωB97M-V with the def2-TZVPD basis set) for the molecule C9H11NO2.

XYZ file:
```
23
Properties=species:S:1:pos:R:3:nbo_charge:R:1
C 1.704 -0.448 -0.317 -0.24
C 2.001 1.045 -0.374 0.79
C 0.788 -0.640 0.946 -0.42
C -0.680 -0.232 0.663 0.01
C -1.189 -1.106 -0.371 -0.26
C -1.320 0.792 1.277 -0.27
C -2.409 -0.720 -0.871 -0.18
C -2.460 1.206 0.737 -0.20
C -3.067 0.590 -0.363 -0.23
H 3.543 -1.172 -0.559 0.34
H 3.442 -0.344 0.654 0.37
H 1.474 -1.211 -1.162 0.25
H 1.205 -0.316 1.957 0.25
H 0.686 -1.847 0.923 0.23
H -0.580 -1.817 -0.726 0.20
H -0.923 1.415 2.040 0.23
H -2.927 -1.225 -1.712 0.21
H -2.763 2.397 0.695 0.22
H -4.030 0.785 -1.113 0.24
H 0.534 0.826 -1.423 0.48
N 2.940 -1.143 0.236 -0.80
O 2.875 1.625 0.277 -0.56
O 1.156 1.539 -1.415 -0.67
```

Results
M = 165.192 g/mol
E_HOMO = -9.1 eV
Lowest unoccupied orbital energy = 0.608 eV
Structure (SMILES) = N[C@@H](Cc1ccccc1)C(=O)O

=====

Entry b
Density functional theory data (ωB97M-V with the def2-TZVPD basis set) for the molecule C9H11NO2.

XYZ file:
```
23
Properties=species:S:1:pos:R:3:nbo_charge:R:1
C 2.484 0.941 -0.114 -0.28
C 2.838 -0.356 -0.365 -0.06
C 1.095 0.946 0.160 -0.16
C 0.658 -0.363 0.052 0.09
C 0.204 2.035 0.486 -0.16
C -1.121 1.876 0.483 -0.26
C -1.798 0.623 0.025 0.07
C -0.714 -0.839 0.360 0.24
C -1.222 -1.979 -0.497 -0.63
N 1.730 -1.138 -0.255 -0.49
O -2.118 0.648 -1.333 -0.71
O -0.871 -1.167 1.718 -0.72
H 3.133 1.794 -0.123 0.22
H 3.793 -0.773 -0.615 0.21
H 0.649 2.984 0.749 0.21
H -1.776 2.703 0.719 0.21
H -2.710 0.395 0.575 0.19
H -2.233 -2.228 -0.190 0.23
H -0.600 -2.864 -0.370 0.20
H -1.230 -1.685 -1.542 0.23
H 1.702 -2.137 -0.364 0.42
H -1.372 1.031 -1.810 0.47
H -0.521 -0.447 2.253 0.48
```

Results
M = 165.192 g/mol
E_HOMO = -8.0 eV
Lowest unoccupied orbital energy = 0.787 eV
Structure (SMILES) = C[C@@]1(O)c2[nH]ccc2C=C[C@H]1O

=====

The least stable of them is entry a.

=====

Entry a
Density functional theory data (ωB97M-V with the def2-TZVPD basis set) for a cluster of 2 separate species, C4H6IN in total.

XYZ file:
```
12
Properties=species:S:1:pos:R:3:nbo_charge:R:1
C -0.393 1.924 -2.132 -0.25
C 0.687 -1.356 1.110 -0.40
C -0.066 1.567 0.240 -0.02
C 0.134 -2.520 0.973 -0.31
N -0.339 1.827 -0.905 -0.28
I -1.397 -3.116 2.378 0.07
H 0.499 2.075 -2.801 0.20
H -1.328 2.162 -2.526 0.19
H 0.394 -0.817 2.090 0.21
H 1.423 -0.990 0.429 0.22
H 0.056 2.367 0.995 0.18
H 0.330 -3.121 0.150 0.20
```

Results
M = 195.003 g/mol
E_HOMO = -8.2 eV
Lowest unoccupied orbital energy = 0.655 eV

=====

Entry b
Density functional theory data (ωB97M-V with the def2-TZVPD basis set) for the molecule C4H6IN.

XYZ file:
```
12
Properties=species:S:1:pos:R:3:nbo_charge:R:1
C 0.009 0.240 0.194 0.11
C 1.265 -1.524 -0.181 -0.04
C -1.010 -0.618 0.182 -0.38
C -0.041 1.716 0.022 -0.66
N 1.204 -0.412 0.401 -0.39
I -3.007 0.020 -0.079 0.10
H 2.102 -2.175 0.037 0.17
H 0.594 -1.856 -0.972 0.16
H -0.947 -1.648 0.475 0.22
H -0.784 2.151 0.687 0.24
H -0.320 1.964 -1.002 0.24
H 0.935 2.142 0.236 0.23
```

Results
M = 195.003 g/mol
E_HOMO = -8.7 eV
Lowest unoccupied orbital energy = 0.538 eV
Structure (SMILES) = C=N/C(C)=C/I

=====

The least stable of them is entry a.

=====

Entry a
Density functional theory data (ωB97M-V with the def2-TZVPD basis set) for a cluster of 6 separate species, C18H52N4O6 in total.

XYZ file:
```
80
Properties=species:S:1:pos:R:3:mulliken_charge:R:1
C -0.279 -0.114 1.336 0.12
O -0.940 -1.261 0.850 -0.50
H -0.723 0.255 2.256 0.00
H 0.776 -0.334 1.557 0.20
H -0.246 0.651 0.551 -0.06
H -0.957 -1.220 -0.122 0.36
C 3.608 0.098 0.163 -0.45
O 3.439 0.840 -1.065 -0.45
H 3.290 0.723 0.989 0.17
H 3.099 -0.868 0.118 0.20
H 4.664 -0.187 0.219 0.28
H 2.979 0.276 -1.690 0.27
C -1.496 2.450 4.086 -1.40
C -0.787 3.594 4.776 0.52
C 0.697 3.549 4.491 -0.70
O 1.369 4.582 5.148 -0.34
C 2.750 4.328 5.263 -0.70
N -1.347 4.907 4.420 -0.66
H -1.047 1.471 4.283 0.37
H -1.543 2.576 3.001 0.27
H -2.527 2.386 4.442 0.37
H -0.934 3.519 5.857 0.31
H 0.891 3.531 3.404 0.23
H 1.060 2.569 4.854 0.40
H 3.201 5.098 5.880 0.26
H 3.220 4.303 4.270 0.28
H 2.934 3.351 5.732 0.30
H -1.427 4.980 3.410 0.22
H -2.287 4.979 4.792 0.27
C -2.751 -1.265 -3.965 -1.46
C -2.340 -1.590 -2.532 0.13
C -1.581 -2.897 -2.493 -0.01
O -2.254 -3.856 -3.265 -0.34
C -1.611 -5.093 -3.210 -0.59
N -1.487 -0.567 -1.913 -0.44
H -3.267 -0.304 -4.022 0.42
H -3.427 -2.028 -4.347 0.36
H -1.864 -1.219 -4.603 0.33
H -3.240 -1.718 -1.924 0.29
H -1.441 -3.268 -1.471 -0.24
H -0.572 -2.730 -2.922 0.27
H -2.096 -5.778 -3.900 0.32
H -1.615 -5.512 -2.194 0.13
H -0.541 -5.008 -3.478 0.30
H -2.059 0.257 -1.763 0.24
H -0.732 -0.316 -2.541 0.20
C -2.253 -5.274 1.033 -0.86
C -0.982 -5.380 1.900 0.50
C -0.008 -6.409 1.364 -1.00
O 0.391 -6.060 0.065 -0.19
C 1.259 -7.006 -0.507 -0.83
N -0.260 -4.127 2.053 -0.74
H -2.059 -4.650 0.161 -0.14
H -3.031 -4.764 1.605 0.40
H -2.614 -6.258 0.733 0.37
H -1.294 -5.773 2.874 0.31
H -0.451 -7.414 1.356 0.47
H 0.865 -6.417 2.032 0.39
H 2.286 -6.899 -0.140 0.30
H 1.230 -6.898 -1.590 0.19
H 0.935 -8.037 -0.292 0.35
H -0.858 -3.323 2.207 0.26
H 0.193 -3.908 1.171 0.24
C 0.396 6.057 -4.439 -1.39
C 1.432 5.475 -3.469 0.37
C 0.737 4.645 -2.403 -0.83
O 1.675 4.026 -1.555 -0.31
C 1.043 3.250 -0.575 -0.49
N 2.468 4.670 -4.148 -0.61
H 0.918 6.723 -5.130 0.37
H -0.359 6.659 -3.932 0.37
H -0.043 5.250 -5.027 0.34
H 1.968 6.286 -2.964 0.33
H 0.140 3.856 -2.902 0.29
H 0.059 5.268 -1.805 0.36
H 1.833 2.801 0.027 0.17
H 0.449 2.438 -1.015 0.12
H 0.431 3.871 0.095 0.34
H 2.936 5.250 -4.836 0.26
H 2.009 3.930 -4.675 0.24
```

Results
M = 420.636 g/mol
E_HOMO = -8.9 eV
Lowest unoccupied orbital energy = 0.346 eV
Structure (SMILES) = COC[C@H](C)N.COC[C@H](C)N.COC[C@H](C)N.COC[C@H](C)N.CO.CO

=====

Entry b
Density functional theory data (ωB97M-V with the def2-TZVPD basis set) for a cluster of 6 separate species, C18H52N4O6 in total.

XYZ file:
```
80
Properties=species:S:1:pos:R:3:mulliken_charge:R:1
C 6.592 46.294 38.139 -1.39
C 6.940 45.109 39.096 0.44
C 8.347 45.202 39.599 -0.67
O 9.198 45.092 38.447 -0.40
C 10.570 45.097 38.840 -0.97
N 5.989 45.241 40.277 0.56
H 7.073 46.226 37.139 0.32
H 6.592 47.207 38.715 0.32
H 5.525 46.171 37.897 0.38
H 7.025 44.183 38.328 0.29
H 8.620 44.502 40.405 0.43
H 8.585 46.126 40.071 0.45
H 11.139 45.126 38.025 0.38
H 10.688 44.169 39.381 0.32
H 10.802 45.932 39.280 0.41
H 6.263 44.471 40.930 -0.09
H 5.016 44.738 40.065 -0.74
C 2.083 44.009 44.041 -1.44
C 3.000 45.046 43.272 -0.04
C 3.011 44.667 41.763 -0.21
O 3.765 43.510 41.527 -0.06
C 3.534 42.920 40.289 -0.57
N 2.339 46.325 43.327 -0.70
H 1.107 44.129 43.757 0.40
H 2.312 44.323 45.113 0.38
H 2.346 42.900 43.777 0.20
H 3.978 45.064 43.672 0.23
H 3.540 45.563 41.052 0.21
H 1.925 44.537 41.188 0.29
H 4.247 41.978 40.150 0.23
H 3.911 43.762 39.441 0.26
H 2.384 42.628 40.092 0.26
H 1.558 46.196 42.627 0.40
H 2.775 47.214 42.866 0.44
C 10.712 43.526 46.009 -0.89
C 11.128 43.541 47.507 0.55
C 9.893 43.361 48.455 -1.31
O 10.421 43.173 49.803 -0.35
C 9.499 43.228 50.908 -1.09
N 12.021 42.365 47.635 -0.75
H 10.193 42.522 45.514 0.14
H 11.608 43.683 45.311 0.36
H 9.733 44.367 45.978 0.07
H 11.574 44.439 47.763 0.29
H 9.188 42.687 48.383 0.67
H 9.274 44.152 48.514 0.65
H 10.127 43.317 51.648 0.41
H 8.827 42.600 51.044 0.44
H 9.096 44.302 51.006 0.31
H 11.655 41.474 47.474 0.21
H 12.110 42.089 48.548 0.30
C 5.819 49.694 43.155 -1.83
C 5.466 48.329 42.454 0.62
C 4.367 48.428 41.400 -0.10
O 3.129 48.699 42.125 -0.51
C 1.946 48.551 41.386 -0.83
N 6.588 47.919 41.717 -0.57
H 5.856 50.398 42.269 0.32
H 6.505 49.609 43.825 0.60
H 4.927 50.126 43.608 0.36
H 5.512 47.476 43.189 0.18
H 4.282 47.386 40.776 -0.12
H 4.457 49.232 40.582 0.51
H 1.756 47.580 41.289 0.25
H 1.925 49.204 40.467 0.27
H 1.134 48.792 42.023 0.39
H 6.742 48.638 41.194 0.42
H 6.526 47.137 40.942 -0.15
C 6.469 41.419 42.503 -0.39
O 7.637 41.398 43.263 -0.53
H 6.688 41.064 41.606 0.30
H 6.249 42.580 42.495 -0.04
H 5.583 40.861 42.895 0.32
H 7.585 40.729 44.020 0.30
C 7.683 45.185 43.482 0.05
O 8.278 46.560 43.459 -0.66
H 7.929 44.724 44.325 0.55
H 8.177 44.490 42.768 0.06
H 6.567 45.299 43.345 -0.34
H 7.597 47.042 42.832 0.23
```

Results
M = 420.636 g/mol
E_HOMO = -9.1 eV
Lowest unoccupied orbital energy = 0.531 eV
Structure (SMILES) = COC[C@H](C)N.COC[C@H](C)N.COC[C@H](C)N.COC[C@H](C)N.CO.CO

=====

The least stable of them is entry b.

=====

Entry a
Density functional theory data (ωB97M-V with the def2-TZVPD basis set) for a cluster of 2 separate species, C2HBrCl2F2 in total.

XYZ file:
```
8
Properties=species:S:1:pos:R:3:nbo_charge:R:1
C 0.640 -0.003 0.446 -0.36
C -0.485 0.363 -0.383 0.60
F -1.773 -1.095 0.097 -0.58
F -0.443 0.091 -1.664 -0.25
Cl 1.948 1.200 0.415 0.06
Cl -1.491 1.629 0.059 0.17
Br 1.316 -1.795 -0.357 0.05
H 0.288 -0.390 1.388 0.30
```

Results
M = 213.836 g/mol
E_HOMO = -10.8 eV
Lowest unoccupied orbital energy = -1.364 eV

=====

Entry b
Density functional theory data (ωB97M-V with the def2-TZVPD basis set) for a structure of composition C2HBrCl2F2.

XYZ file:
```
8
Properties=species:S:1:pos:R:3:nbo_charge:R:1
C -0.426 -0.604 -0.312 -0.43
C 0.378 0.587 0.387 0.66
F 0.635 0.345 1.708 -0.33
F -0.183 1.757 0.225 -0.29
Cl -0.140 -0.802 -1.967 0.07
Cl 2.052 0.602 -0.231 -0.05
Br -2.301 -0.311 -0.030 0.09
H -0.015 -1.574 0.221 0.27
```

Results
M = 213.836 g/mol
E_HOMO = -10.8 eV
Lowest unoccupied orbital energy = 0.512 eV

=====

The least stable of them is entry a.

=====

Entry a
Density functional theory data (ωB97M-V with the def2-TZVPD basis set) for a cluster of 2 separate species, C2HBrCl2F2 in total.

XYZ file:
```
8
Properties=species:S:1:pos:R:3:nbo_charge:R:1
C 0.145 1.195 0.166 -0.24
C 0.154 0.291 -0.830 0.30
F -0.275 -2.064 1.333 -0.56
F 1.204 -0.221 -1.459 -0.29
Cl -1.369 1.514 0.916 0.08
Cl -1.282 -0.482 -1.445 0.02
Br 1.733 2.012 0.910 0.13
H -0.311 -2.245 0.409 0.56
```

Results
M = 213.836 g/mol
E_HOMO = -9.7 eV
Lowest unoccupied orbital energy = 0.202 eV
Structure (SMILES) = F/C(Cl)=C(/Cl)Br.F

=====

Entry b
Density functional theory data (ωB97M-V with the def2-TZVPD basis set) for a structure of composition C2HBrCl2F2.

XYZ file:
```
8
Properties=species:S:1:pos:R:3:nbo_charge:R:1
C 0.454 -0.463 -0.669 -0.41
C -0.320 -1.773 -0.544 0.65
F -0.076 -2.365 0.601 -0.30
F 0.141 -2.619 -1.460 -0.32
Cl 0.154 0.376 -2.219 0.04
Cl -2.135 -1.595 -0.796 -0.05
Br 2.365 -0.563 -0.505 0.12
H -0.064 0.147 0.495 0.28
```

Results
M = 213.836 g/mol
E_HOMO = -10.9 eV
Lowest unoccupied orbital energy = 0.239 eV

=====

Entry c
Density functional theory data (ωB97M-V with the def2-TZVPD basis set) for a cluster of 2 separate species, C2HBrCl2F2 in total.

XYZ file:
```
8
Properties=species:S:1:pos:R:3:nbo_charge:R:1
C 0.392 0.005 -0.619 -0.36
C -0.896 0.327 -1.402 0.60
F -1.493 -1.556 -0.967 -0.58
F -0.808 0.121 -2.722 -0.27
Cl 1.484 1.504 -0.620 -0.05
Cl -2.166 1.362 -1.093 0.20
Br 1.374 -1.422 -1.364 0.19
H 0.266 0.036 0.442 0.27
```

Results
M = 213.836 g/mol
E_HOMO = -10.6 eV
Lowest unoccupied orbital energy = -1.401 eV

=====

The least stable of them is entry c.